Record 1
The following is a quantum chemistry calculation of a 2-piece molecular cluster, C11H14N2O2 overall in a non-equilibrium geometry, from the OMol25 dataset.

Calculated values
2S+1 ... 3
Largest force on an atom ... 0.155 hartree/bohr
Lowest unoccupied orbital energy (alpha / beta) ... 0.78 / -1.99 eV
Gap between HOMO and LUMO (alpha / beta) ... 6.24 / 6.89 eV
HOMO level (alpha / beta) ... -5.5 / -8.9 eV
Net charge ... 0
Expectation value of S² ... 2.0212

XYZ file:
```
29
C11H14N2O2 ωB97M-V with the def2-TZVPD basis set
C 3.513 -0.884 -0.481
C 2.089 -1.192 -0.837
C 1.412 -0.280 0.096
C 3.533 0.089 0.434
C 0.196 2.156 -0.871
C -2.117 0.045 0.128
C 1.556 -1.964 -1.807
C 0.154 -0.009 0.379
C 4.525 1.110 0.896
C -4.266 -0.720 0.892
C -3.390 -0.478 -0.306
N 1.283 2.598 -0.603
N -1.007 -0.464 -0.211
O 2.301 0.489 0.824
O -0.912 2.082 -1.242
H 4.475 -1.335 -0.770
H -2.087 0.867 0.821
H 2.280 -2.603 -2.318
H 0.647 -1.918 -2.252
H 0.008 0.646 1.194
H 5.469 0.743 1.112
H 4.526 1.775 0.145
H 4.120 1.561 1.708
H -5.185 -0.024 0.865
H -3.884 -0.251 1.844
H -4.542 -1.810 0.923
H -3.378 -1.356 -0.908
H -3.887 0.249 -0.964
H 2.160 2.460 -0.157
```

Löwdin population analysis, charges in e, atoms 1 to 8: C 0.05; C -0.18; C -0.23; C -0.32; C -0.43; C -0.22; C 0.09; C -0.11



Record 2
The following is a quantum chemistry calculation of a single C11H14N2O3 molecule in a non-equilibrium geometry, from the OMol25 dataset.

Calculated values
Largest force on an atom ... 0.048 hartree/bohr
Lowest unoccupied orbital energy ... 0.64 eV
Gap between HOMO and LUMO ... 10.12 eV
HOMO level ... -9.5 eV
SMILES string ... NCC(=O)N[C@@H](Cc1ccccc1)C(=O)O
Net charge ... 0

XYZ file:
```
30
C11H14N2O3 ωB97M-V with the def2-TZVPD basis set
N -2.935 -1.207 3.984
C -1.794 -1.830 3.313
C -1.465 -1.129 2.020
O -2.232 -0.320 1.472
N -0.279 -1.493 1.439
C 0.183 -0.968 0.181
C 0.765 0.468 0.335
C 0.862 1.207 -0.972
C -0.300 1.710 -1.576
C -0.242 2.379 -2.794
C 0.991 2.534 -3.447
C 2.157 2.031 -2.845
C 2.094 1.381 -1.641
C 1.216 -1.916 -0.374
O 1.872 -2.696 0.308
O 1.403 -1.840 -1.727
H -2.695 -0.232 4.120
H -3.692 -1.163 3.344
H -0.933 -1.870 3.994
H -2.008 -2.904 3.102
H 0.317 -2.195 1.856
H -0.711 -0.878 -0.516
H 1.759 0.418 0.822
H 0.153 1.073 1.008
H -1.304 1.634 -1.101
H -1.162 2.780 -3.293
H 1.005 3.049 -4.392
H 3.109 2.183 -3.300
H 2.974 0.966 -1.132
H 0.892 -1.173 -2.189
```

Löwdin population analysis, charges in e, atoms 1 to 8: N 0.01; C -0.20; C -0.45; O 0.04; N 0.10; C -0.23; C -0.08; C -0.24



Record 3
The following is a quantum chemistry calculation of C11H14N2OPRe as an isolated structure in a non-equilibrium geometry, from the OMol25 dataset.

Calculated values
2S+1 ... 4
Largest force on an atom ... 0.112 hartree/bohr
Lowest unoccupied orbital energy (alpha / beta) ... -4.71 / -4.87 eV
Gap between HOMO and LUMO (alpha / beta) ... 5.82 / 5.67 eV
HOMO level (alpha / beta) ... -10.5 / -10.5 eV
Net charge ... +1
Expectation value of S² ... 3.7901

XYZ file:
```
30
C11H14N2OPRe ωB97M-V with the def2-TZVPD basis set
C 1.228 2.791 -2.228
C 2.617 2.808 -1.908
C 2.639 2.795 -0.473
C 1.535 3.556 -0.016
C 0.515 3.232 -0.975
Re -1.531 0.151 -1.307
P -1.024 -0.023 -3.509
H 0.696 2.502 -3.137
H 3.415 2.625 -2.613
H 3.569 2.632 0.089
H -0.561 3.228 -0.748
H 1.414 4.037 0.960
H -0.579 -1.263 -4.095
H -0.109 0.866 -4.169
H -2.224 0.205 -4.285
N -1.038 -3.054 4.235
C -1.352 -3.339 2.934
O -1.954 -4.360 2.614
C -0.897 -2.327 1.923
C -0.056 -1.241 2.244
C 0.362 -0.323 1.238
N -0.236 -0.341 0.023
C -1.103 -1.468 -0.323
C -1.367 -2.498 0.605
H -1.360 -3.717 4.925
H -0.743 -2.138 4.532
H 0.288 -1.045 3.268
H 1.128 0.444 1.374
H -1.103 -1.546 -1.550
H -2.168 -3.187 0.371
```

Löwdin population analysis, charges in e, atoms 1 to 8: C -0.09; C -0.05; C -0.13; C -0.06; C -0.13; Re 0.87; P 0.57; H 0.05



Record 4
The following is a quantum chemistry calculation of C11H14N2OPYb as an isolated structure in a non-equilibrium geometry, from the OMol25 dataset.

Calculated values
2S+1 ... 2
Largest force on an atom ... 0.050 hartree/bohr
Lowest unoccupied orbital energy (alpha / beta) ... -1.16 / -1.19 eV
Gap between HOMO and LUMO (alpha / beta) ... 4.22 / 5.08 eV
HOMO level (alpha / beta) ... -5.4 / -6.3 eV
Net charge ... 0
Expectation value of S² ... 0.7650

XYZ file:
```
30
C11H14N2OPYb ωB97M-V with the def2-TZVPD basis set
C -0.973 0.519 -4.171
C -1.728 1.729 -4.263
C -0.841 2.808 -3.983
C 0.492 2.307 -3.924
C 0.412 0.880 -3.958
Yb -0.359 -1.159 -0.959
P -0.415 -3.930 -1.363
H -1.352 -0.499 -4.282
H -2.801 1.797 -4.438
H -1.129 3.854 -3.890
H 1.246 0.182 -3.889
H 1.400 2.894 -3.810
H 0.601 -4.582 -2.144
H -1.518 -4.381 -2.173
H -0.524 -4.967 -0.376
N 2.027 1.178 5.047
C 2.003 1.144 3.677
O 2.897 1.644 3.000
C 0.843 0.423 3.049
C -0.100 -0.343 3.760
C -1.101 -1.022 3.077
C -1.162 -0.935 1.685
N -0.212 -0.246 0.992
C 0.742 0.463 1.655
H 2.745 1.745 5.471
H 1.254 0.890 5.627
H -0.043 -0.405 4.846
H -1.850 -1.617 3.602
H -1.981 -1.400 1.117
H 1.428 1.030 1.021
```

Löwdin population analysis, charges in e, atoms 1 to 8: C -0.26; C -0.20; C -0.18; C -0.19; C -0.26; Yb 1.24; P 0.62; H 0.03



Record 5
The following is a quantum chemistry calculation of a 2-piece molecular cluster, C11H14N3 overall in a non-equilibrium geometry, from the OMol25 dataset.

Calculated values
Largest force on an atom ... 0.096 hartree/bohr
Lowest unoccupied orbital energy ... -5.28 eV
Gap between HOMO and LUMO ... 8.06 eV
HOMO level ... -13.3 eV
Net charge ... +1

XYZ file:
```
28
C11H14N3 ωB97M-V with the def2-TZVPD basis set
C 3.843 -1.656 -0.903
C 2.902 -0.865 -0.411
C 3.531 -2.487 -1.925
C 1.453 -1.655 -2.175
C 1.656 -0.751 -1.033
C -0.378 -3.393 -0.374
C 0.533 -0.039 -0.688
C -0.930 1.350 0.429
C -0.496 -2.903 0.712
C -1.093 1.989 1.817
C -3.033 1.981 -0.541
N 2.351 -2.549 -2.549
N -1.759 1.334 -0.527
N 0.336 0.738 0.327
H 4.978 -1.477 -0.617
H 3.160 -0.348 0.481
H 4.220 -3.287 -2.246
H 0.643 -1.516 -2.842
H -0.376 -3.990 -1.219
H -0.277 0.022 -1.521
H -0.702 -2.233 1.627
H -0.502 1.410 2.509
H -2.151 2.003 2.099
H -0.766 3.018 1.833
H -3.328 2.387 0.453
H -2.970 2.789 -1.366
H -3.737 1.271 -1.047
H 0.825 0.696 1.174
```

Löwdin population analysis, charges in e, atoms 1 to 8: C -0.06; C -0.01; C -0.09; C -0.05; C -0.16; C 0.00; C -0.02; C -0.34



Record 6
The following is a quantum chemistry calculation of an isolated ion of composition C11H14N3O and charge +1 in a non-equilibrium geometry, from the OMol25 dataset.

Calculated values
Largest force on an atom ... 0.083 hartree/bohr
Lowest unoccupied orbital energy ... -3.62 eV
Gap between HOMO and LUMO ... 9.43 eV
HOMO level ... -13.0 eV
SMILES string ... CC1=CC(=O)N(c2ccccc2)[N@+]1(C)N
Net charge ... +1

XYZ file:
```
29
C11H14N3O ωB97M-V with the def2-TZVPD basis set
C 3.499 1.375 0.146
C 2.371 0.598 0.484
C 2.380 -0.345 1.405
C 1.036 -1.044 1.394
O 0.502 -1.898 2.104
N 0.292 -0.413 0.363
C -1.069 -0.753 0.133
C -2.111 -0.265 0.861
C -3.445 -0.581 0.566
C -3.695 -1.473 -0.426
C -2.655 -1.961 -1.290
C -1.392 -1.658 -0.971
N 0.869 0.657 -0.243
C 0.228 1.945 0.036
N 1.065 0.440 -1.634
H 4.371 1.110 0.816
H 3.359 2.399 0.321
H 3.748 1.402 -0.982
H 3.104 -0.353 2.175
H -1.953 0.384 1.661
H -4.287 -0.089 1.075
H -4.729 -1.707 -0.690
H -2.749 -2.497 -2.136
H -0.493 -2.099 -1.510
H -0.844 1.841 -0.051
H 0.507 2.315 1.022
H 0.529 2.674 -0.673
H 1.377 -0.521 -1.771
H 0.186 0.518 -2.185
```

Löwdin population analysis, charges in e, atoms 1 to 8: C -0.03; C -0.16; C 0.12; C -0.31; O 0.13; N -0.02; C -0.21; C -0.02



Record 7
The following is a quantum chemistry calculation of a single C11H14N4O3 molecule in a non-equilibrium geometry, from the OMol25 dataset.

Calculated values
Largest force on an atom ... 0.026 hartree/bohr
Lowest unoccupied orbital energy ... 0.82 eV
Gap between HOMO and LUMO ... 9.35 eV
HOMO level ... -8.5 eV
SMILES string ... OCCOCCOc1ccc(-c2nn[nH]n2)cc1
Net charge ... 0

XYZ file:
```
32
C11H14N4O3 ωB97M-V with the def2-TZVPD basis set
O -0.394 0.735 3.209
C 0.800 1.339 3.621
C 1.817 0.309 4.136
O 2.144 -0.685 3.187
C 2.919 -0.273 2.083
C 2.220 -0.651 0.775
O 1.031 0.105 0.688
C 0.212 -0.058 -0.389
C 0.482 -0.885 -1.475
C -0.421 -0.965 -2.518
C -1.600 -0.228 -2.492
C -2.534 -0.324 -3.589
N -2.346 -1.101 -4.686
N -3.364 -0.941 -5.440
N -4.162 -0.091 -4.834
N -3.693 0.325 -3.676
C -1.870 0.598 -1.399
C -0.975 0.681 -0.359
H -0.161 0.103 2.514
H 0.545 2.024 4.433
H 1.237 1.921 2.795
H 2.720 0.827 4.488
H 1.375 -0.247 4.965
H 3.096 0.806 2.101
H 3.888 -0.790 2.120
H 1.988 -1.723 0.788
H 2.886 -0.430 -0.070
H 1.388 -1.468 -1.518
H -0.222 -1.603 -3.365
H -5.048 0.218 -5.209
H -2.788 1.164 -1.382
H -1.169 1.308 0.497
```

Löwdin population analysis, charges in e, atoms 1 to 8: O -0.06; C -0.25; C -0.19; O -0.13; C -0.18; C -0.16; O -0.06; C -0.25



Record 8
The following is a quantum chemistry calculation of C11H14N4O6S as an isolated structure in a non-equilibrium geometry, from the OMol25 dataset.

Calculated values
Largest force on an atom ... 0.062 hartree/bohr
Lowest unoccupied orbital energy ... -1.01 eV
Gap between HOMO and LUMO ... 7.02 eV
HOMO level ... -8.0 eV
Net charge ... 0

XYZ file:
```
36
C11H14N4O6S ωB97M-V with the def2-TZVPD basis set
C -0.280 -0.303 4.131
C -0.349 -1.435 3.147
O 0.096 -0.766 1.903
C -0.124 -1.556 0.830
C 0.287 -0.954 -0.469
S 0.147 -2.148 -1.748
C -1.367 -3.106 -1.599
C -0.222 -1.183 -3.203
O -0.557 -2.707 0.982
H -0.536 -0.590 5.156
H 0.728 0.122 4.094
H -0.974 0.474 3.787
H 0.310 -2.279 3.414
H -1.374 -1.816 3.027
H 1.400 -0.775 -0.406
H -1.325 -3.606 -0.632
H -2.247 -2.462 -1.704
H -1.265 -3.833 -2.419
H 0.628 -0.530 -3.405
H -0.306 -1.946 -3.990
H -1.142 -0.621 -3.028
O -2.207 1.451 0.917
N -1.884 2.329 0.073
C -0.741 2.142 -0.806
C 0.157 1.081 -0.426
C 1.501 1.446 -0.699
N 2.674 0.952 -0.147
O 2.940 0.058 0.646
O 3.740 1.755 -0.660
N 3.239 2.816 -1.415
C 1.870 2.645 -1.391
N 1.009 3.636 -1.652
C -0.274 3.382 -1.384
O -2.447 3.457 -0.015
H -0.111 0.663 0.581
H -0.992 4.211 -1.490
```

Löwdin population analysis, charges in e, atoms 1 to 8: C -0.07; C -0.19; O -0.03; C -0.51; C -0.30; S 1.08; C -0.23; C -0.25